Computed, not measured: a molecular structure, C25H19F6LiN8O2S3, with wB97M-V/def2-TZVPD.

XYZ file:
```
64
Properties=species:S:1:pos:R:3:forces:R:3
Li -0.486684 0.723237 0.334220 -0.5 -0.4 0.2
C 3.167296 2.335633 1.556545 0.0 0.1 0.0
N 3.807650 1.258368 0.833974 0.0 0.0 0.0
C 3.228730 0.237814 0.193822 0.0 -0.1 0.0
N 4.142619 -0.638990 -0.191256 0.0 0.0 0.0
C 5.291946 -0.075889 0.258153 0.0 0.0 0.0
N 5.145632 1.067931 0.891470 0.0 0.0 0.0
C 3.066337 2.054555 3.040169 0.0 0.0 0.0
C 2.656370 3.051732 3.920544 0.0 0.0 0.0
C 2.563878 2.801905 5.282401 0.0 0.0 0.0
C 2.867479 1.548276 5.795154 0.0 0.0 0.0
C 3.261273 0.548370 4.918028 0.0 -0.1 0.0
C 3.363970 0.805316 3.553103 0.0 0.0 0.0
C 3.522788 -0.822682 5.361212 0.0 0.0 -0.1
N 3.884166 -1.330526 6.490245 0.0 -0.1 0.0
N 3.962654 -2.716286 6.289065 0.1 0.1 0.0
C 3.650784 -2.916062 5.056324 0.0 0.0 -0.1
O 3.363815 -1.767898 4.409347 0.0 0.0 0.0
C 3.526521 -4.131238 4.247217 0.0 0.0 0.1
C 4.140784 -5.329885 4.585674 0.0 0.0 0.0
C 3.995792 -6.418476 3.736582 0.0 0.0 0.0
C 3.246217 -6.312909 2.570634 0.0 0.0 0.0
C 2.620099 -5.116836 2.239347 0.0 0.0 0.0
C 1.774674 -4.975443 0.987321 0.1 0.0 0.0
N 0.985599 -3.772972 0.993363 0.0 -0.1 0.0
C 1.263185 -2.554726 0.493006 0.0 0.0 0.1
N 0.396600 -1.673665 0.938343 0.3 0.0 -0.2
C -0.422033 -2.418795 1.738149 -0.1 0.1 0.0
N -0.088495 -3.687802 1.816287 0.0 0.0 0.0
C 2.765856 -4.034686 3.088292 0.0 0.0 -0.1
H 2.181357 2.479568 1.101988 0.0 0.0 0.0
H 3.764069 3.232862 1.392784 -0.1 0.0 0.0
H 2.165691 0.203878 0.021064 -0.1 0.1 -0.1
H 6.265200 -0.516446 0.110170 0.0 0.0 0.0
H 2.391969 4.028831 3.533013 0.0 0.0 0.0
H 2.231083 3.586992 5.949151 0.0 0.0 0.0
H 2.775888 1.336147 6.851895 0.0 0.0 0.0
H 3.674825 0.012730 2.887314 0.0 0.0 0.0
H 4.725515 -5.398215 5.493302 0.0 0.0 0.0
H 4.471473 -7.358820 3.985274 0.0 0.0 0.0
H 3.137429 -7.175277 1.921649 0.0 0.0 0.0
H 1.093277 -5.822506 0.898432 0.0 0.0 0.0
H 2.411606 -4.962522 0.100420 0.0 0.0 0.0
H 2.095850 -2.371575 -0.170192 0.0 0.0 0.0
H -1.278179 -1.991912 2.241155 0.0 -0.1 0.0
H 2.272972 -3.102908 2.853574 0.0 0.0 0.0
S -4.101116 -1.512740 1.738225 -0.1 0.0 0.0
C -2.930666 -0.437551 1.144786 0.1 -0.1 0.0
S -2.026525 0.574647 2.237823 0.0 0.1 -0.1
S -2.511820 -0.395545 -0.539094 0.0 0.1 0.1
C -0.318533 1.917710 -2.614711 0.0 0.0 0.0
C 0.458797 2.629453 -1.492596 0.0 0.0 0.0
O 0.714876 1.841401 -0.432148 0.3 0.2 0.0
C -0.381802 3.856629 -1.042007 0.0 0.0 0.0
F -0.726824 4.685592 -2.065927 0.0 0.0 0.0
F 0.260932 4.634249 -0.142164 0.0 0.0 0.0
F -1.516785 3.458288 -0.472832 0.0 0.0 0.0
C 1.792385 3.138061 -2.102793 0.0 0.0 -0.1
F 2.555105 3.841352 -1.242938 0.0 0.0 0.1
F 1.633910 3.934635 -3.191107 0.0 0.0 0.0
F 2.544903 2.096881 -2.508866 0.0 0.0 0.0
H -1.280085 1.598438 -2.212175 0.0 0.0 0.0
H 0.241262 1.023170 -2.884445 0.0 0.0 0.0
H -0.468043 2.541135 -3.497158 0.0 0.0 0.0
```
Forces are in eV/Å.

charge	-2
E_LUMO	3.8	eV
energy relative to the best compared isomer or geometry (same formula, charge and spin)	0.0000	eV

=====

Computed, not measured: 4 unconnected molecules or ions with the total composition C25H19F9NO17P at a distorted geometry, with wB97M-V/def2-TZVPD.

XYZ file:
```
72
Properties=species:S:1:pos:R:3:forces:R:3
O 4.599109 -3.639103 2.505337 -1.3 0.3 -0.8
C 3.750526 -3.399296 1.669916 0.9 -0.4 0.8
O 3.047596 -4.370184 1.046493 -0.3 0.8 0.1
N 3.383994 -2.080888 1.237366 0.9 -0.6 0.5
C 3.010585 -1.286005 2.444195 -0.3 0.3 -0.1
C 1.817219 -0.339938 2.211075 1.0 -0.2 -0.1
C 1.034439 -0.499516 0.929368 -0.5 0.1 0.6
F 1.788378 -0.301457 -0.158788 0.1 -0.1 -0.3
F 0.098867 0.490911 0.932515 -0.1 0.1 0.0
C 0.221524 -1.821042 0.717935 -0.3 0.4 -0.6
F -0.841223 -1.517159 -0.079686 -0.1 0.0 0.0
F 0.932988 -2.742606 0.059330 0.2 -0.1 0.2
C -0.398696 -2.421134 1.982755 -0.4 -0.2 -0.2
F 0.555687 -2.968666 2.753588 0.2 0.0 0.0
F -1.005852 -1.437564 2.668549 0.1 0.0 0.2
C -1.485256 -3.520044 1.682195 -0.1 -0.6 0.8
F -1.426577 -4.431839 2.670755 -0.1 0.3 -0.4
F -2.709352 -2.982688 1.695666 0.4 -0.1 -0.4
F -1.281367 -4.159319 0.531476 -0.1 0.3 0.2
P 4.591484 -1.296482 0.322087 -0.2 1.3 -0.8
O 4.642121 0.134209 0.578146 0.0 0.1 0.5
O 4.195448 -1.617953 -1.185309 0.2 -0.7 0.2
O 6.002195 -1.975858 0.557345 -0.3 -0.3 0.0
H 2.938431 -5.063190 1.702969 0.3 -0.7 -0.1
H 3.863499 -0.715302 2.777587 0.2 0.3 0.1
H 2.777478 -1.951385 3.258547 -0.1 -0.5 0.0
H 1.170610 -0.389479 3.073570 -0.4 0.0 0.1
H 2.205367 0.668556 2.178177 0.0 0.4 -0.2
H 3.475880 -2.255386 -1.234459 -0.3 0.0 -0.2
H 6.046131 -2.875089 0.215396 0.3 -0.1 0.0
O 0.267917 0.855906 -6.769129 -0.1 0.2 -0.2
C -0.292457 0.231982 -5.884012 0.3 -0.1 0.4
C 0.372570 -0.245167 -4.687376 0.1 0.0 -0.2
C -0.323073 -0.922423 -3.765085 0.3 0.1 -0.1
O 0.218595 -1.367819 -2.640861 -0.1 -0.1 -0.1
C -1.785125 -1.223346 -3.935115 -0.4 0.1 -0.3
O -2.342332 -1.860895 -3.063008 0.1 -0.1 0.2
C -2.454981 -0.731524 -5.129928 0.0 -0.1 0.2
C -1.760577 -0.044844 -6.045514 -0.3 -0.1 0.0
O -2.306732 0.439641 -7.154015 0.1 0.0 0.0
H 1.422771 -0.022375 -4.574072 0.0 0.0 0.0
H -0.493433 -1.823844 -2.156690 -0.1 0.0 0.1
H -3.510352 -0.937792 -5.236521 0.0 0.0 0.0
H -1.586936 0.888017 -7.635152 0.1 0.1 -0.1
O 1.959416 2.265056 -4.130764 0.0 -0.1 -0.2
C 1.621767 3.367597 -3.749210 0.1 0.1 0.5
C 1.827306 3.852471 -2.394710 0.0 -0.2 -0.1
C 1.409049 5.079610 -2.061044 0.2 -0.2 0.2
O 1.563166 5.591302 -0.846665 -0.1 0.1 -0.1
C 0.723755 5.981669 -3.048393 -0.1 0.0 -0.5
O 0.359136 7.074982 -2.660194 0.0 0.1 0.2
C 0.535133 5.502113 -4.407529 0.0 0.2 0.1
C 0.954509 4.275306 -4.744872 -0.2 0.2 -0.3
O 0.807690 3.773912 -5.964373 0.1 -0.1 0.2
H 2.320837 3.193998 -1.693117 0.0 0.0 0.0
H 1.171580 6.483646 -0.880429 0.0 0.1 0.0
H 0.052054 6.164002 -5.111952 0.0 0.0 0.0
H 1.177208 2.868246 -5.949741 0.0 -0.1 -0.1
O -3.398343 -2.244063 4.670226 0.0 0.0 -0.4
C -3.756448 -1.155091 5.074548 0.1 0.0 0.5
C -3.674000 -0.761454 6.473040 0.0 -0.1 -0.1
C -4.099512 0.449063 6.853722 0.1 -0.3 0.2
O -4.051676 0.870494 8.110469 -0.1 0.1 -0.1
C -4.671388 1.432027 5.874059 -0.1 0.0 -0.5
O -5.051268 2.504510 6.302113 0.0 0.1 0.2
C -4.735790 1.050425 4.473605 0.0 0.2 0.1
C -4.308355 -0.159018 4.087100 -0.1 0.3 -0.2
O -4.348064 -0.546489 2.817953 0.1 -0.2 0.2
H -3.263200 -1.476769 7.171189 0.0 0.0 0.0
H -4.423004 1.772357 8.105638 0.0 0.1 0.0
H -5.135211 1.772139 3.775481 0.0 0.0 0.0
H -3.993435 -1.452662 2.786237 0.1 -0.1 0.0
```
Forces are in eV/Å.

SMILES	O=C(O)N(CCC(F)(F)C(F)(F)C(F)(F)C(F)(F)F)P(=O)(O)O.O=C1C=C(O)C(=O)C=C1O.O=C1C=C(O)C(=O)C=C1O.O=C1C=C(O)C(=O)C=C1O
E_LUMO	-1.5	eV

=====

Computed, not measured: a molecular structure, C25H20Br2N4O7SV at a distorted geometry, with wB97M-V/def2-TZVPD.

XYZ file:
```
60
Properties=species:S:1:pos:R:3:forces:R:3
V 0.047435 0.449506 -0.070005 0.8 1.5 -1.5
O 4.263648 -2.206871 -1.326635 0.2 -0.1 0.1
C 4.251406 -1.201172 -2.211913 -0.2 0.1 -0.2
C 5.425900 -0.940307 -2.921280 0.0 -0.1 0.1
C 5.467329 0.048997 -3.879921 -0.1 -0.1 0.1
C 4.336417 0.804597 -4.163507 -0.1 0.1 -0.1
C 3.186753 0.590438 -3.441092 0.0 -0.1 0.0
C 3.118747 -0.402447 -2.459079 0.1 0.1 0.0
C 1.888403 -0.514640 -1.678308 0.6 -1.6 -0.1
O 0.995594 0.384719 -1.749825 -0.6 0.9 -0.3
N 1.684298 -1.596023 -0.923936 1.8 -0.4 -1.0
N 0.562874 -1.455519 -0.244757 -0.8 -1.2 1.1
C -0.010235 -2.464439 0.332936 0.5 0.1 -0.4
C -1.317585 -2.322799 0.893228 -1.0 0.7 0.0
C -1.930406 -3.319742 1.663076 0.1 0.1 -0.2
C -3.220644 -3.167249 2.121039 0.0 -0.1 0.1
C -3.952906 -2.025530 1.805658 0.2 0.0 -0.1
C -3.392359 -1.032323 1.031494 0.4 0.3 -0.3
C -2.068297 -1.148589 0.580628 -0.6 -2.1 1.3
O -1.475684 -0.191470 -0.077393 -4.4 -1.0 -0.7
H 3.382658 -2.272470 -0.906767 -0.1 0.0 -0.1
H 6.295930 -1.539704 -2.703758 0.1 -0.1 0.1
H 6.384674 0.235201 -4.417502 0.1 0.0 0.0
H 4.357965 1.556306 -4.936331 0.0 0.1 0.0
H 2.300830 1.176090 -3.623975 -0.1 0.1 0.0
H 0.479528 -3.436494 0.322929 0.0 0.1 -0.1
H -1.365432 -4.209157 1.901271 0.0 -0.1 0.0
H -3.671013 -3.939444 2.724056 0.0 -0.1 0.1
H -4.960513 -1.910800 2.174954 -0.1 0.0 0.0
H -3.941431 -0.129938 0.797359 0.0 0.0 0.0
C 0.106744 -1.760064 5.054867 0.0 -0.1 -0.1
C -0.422653 -0.633075 4.227764 0.0 0.1 -0.2
C -1.428863 0.209657 4.693803 0.2 0.0 -0.3
C -1.914088 1.208793 3.872409 0.1 0.0 -0.2
C -1.411147 1.292367 2.581909 -0.4 0.0 0.3
Br -2.160159 2.527830 1.386974 -0.6 0.4 0.3
N -0.473138 0.492119 2.120919 -0.2 0.1 -0.2
C 0.042551 -0.419249 2.933822 0.0 -0.3 0.6
H -0.109226 -1.599619 6.107307 0.1 0.0 0.1
H 1.180214 -1.870496 4.922177 0.1 0.0 0.1
H -0.364298 -2.696347 4.750930 0.0 -0.1 0.0
H -1.832545 0.086477 5.688070 0.0 0.0 0.1
H -2.676630 1.896991 4.195271 -0.1 0.1 0.0
H 0.859018 -1.003430 2.524213 0.0 0.0 0.1
O 2.799243 2.597766 0.244276 -0.1 0.0 -0.1
S 1.655372 2.021476 0.874482 2.6 2.7 2.3
O 1.430137 2.313878 2.268722 0.4 0.2 -0.3
O 1.696215 0.498167 0.722643 0.9 -0.7 0.6
O 0.393727 2.306517 0.102384 -0.2 0.2 -0.7
Br -0.403564 4.491246 -4.705143 0.0 0.0 0.1
C -1.448604 3.316960 -3.654299 0.0 0.0 -0.1
C -2.812758 3.216175 -3.878862 0.2 -0.1 0.1
C -3.532918 2.336828 -3.086580 0.1 -0.1 0.0
C -2.851092 1.596811 -2.130723 -0.3 0.0 -0.2
N -1.543600 1.687053 -1.947039 0.3 0.0 0.4
C -0.844164 2.536514 -2.674763 0.1 0.4 -0.4
H -3.295434 3.804349 -4.645239 0.0 0.1 0.0
H -4.598512 2.224645 -3.219498 -0.1 0.0 0.0
H -3.377311 0.902548 -1.489049 0.0 -0.1 0.1
H 0.213598 2.598385 -2.454389 0.0 0.1 -0.1
```
Forces are in eV/Å.

E_LUMO (alpha / beta)	-1.0 / -0.9	eV
energy relative to the best compared isomer or geometry (same formula, charge and spin)	1.1371	eV
multiplicity	2

=====

Computed, not measured: a molecular structure, C25H20BrCl3N3O3SbSe4SiTi at a distorted geometry, with wB97M-V/def2-TZVPD.

XYZ file:
```
62
Properties=species:S:1:pos:R:3:forces:R:3
Ti -0.655310 1.756533 -0.356350 -0.8 -1.3 0.3
Br 0.188289 3.518928 3.270427 0.0 0.0 0.1
C 0.685212 4.260145 1.614098 0.1 0.0 0.0
C 1.175607 5.555940 1.649782 0.0 0.0 0.0
C 1.678642 6.109364 0.487167 0.0 0.0 0.0
C 1.708207 5.334913 -0.653390 0.0 0.0 0.0
C 1.149219 4.070258 -0.604596 0.4 0.2 0.0
N 0.616334 3.531199 0.502213 -0.1 0.4 -0.1
C 1.181026 3.209626 -1.853752 0.2 0.4 0.3
O 2.225064 3.219130 -2.485768 -0.2 -0.1 -0.4
O 0.093372 2.570546 -2.071896 0.2 -0.2 0.4
H 1.161992 6.096742 2.583595 0.0 0.0 0.0
H 2.058254 7.123593 0.484733 0.0 0.0 0.0
H 2.126135 5.681289 -1.586491 0.0 0.0 0.0
C -1.151412 1.145989 1.662547 0.1 0.0 -0.5
C -1.282480 0.256384 2.484725 0.0 0.1 0.1
C -1.417983 -0.900062 3.319924 0.0 0.0 0.0
C -2.360884 -1.881071 2.995905 0.0 -0.1 0.0
C -2.406696 -3.069803 3.708079 0.0 0.0 0.0
C -1.534050 -3.295561 4.765076 0.0 0.0 0.0
C -0.611560 -2.315141 5.113659 0.0 0.0 0.0
C -0.553577 -1.129558 4.397222 0.0 0.1 0.0
H -3.030671 -1.723594 2.159581 0.0 0.0 0.0
H -3.112063 -3.831779 3.400887 0.0 0.0 0.0
H -1.559710 -4.234950 5.305640 0.0 0.0 0.0
H 0.068631 -2.478991 5.942438 0.0 0.0 0.0
H 0.167729 -0.363764 4.659356 0.0 0.0 0.0
Cl -4.446139 3.353429 -0.999770 0.0 0.0 0.0
Si -2.511246 3.628764 -0.274460 0.2 0.1 0.0
Cl -1.879582 5.362956 -1.382271 0.0 0.0 0.0
Cl -2.854826 4.579664 1.592320 -0.1 0.0 0.0
C 1.309636 -3.831609 -1.581882 0.1 0.1 0.0
N 1.392374 -2.668904 -0.721482 -0.3 0.1 -0.1
N 1.146953 -1.374014 -1.133599 0.5 0.1 0.1
C 1.217816 -0.550618 -0.040382 -0.3 -0.1 0.1
O 1.091822 0.714423 -0.090865 0.1 0.0 -0.4
C 1.421227 -1.378002 1.078246 0.0 0.0 0.1
C 1.473087 -2.668105 0.615851 0.1 0.0 0.2
C 1.547617 -3.945645 1.372447 0.0 0.0 0.0
C 1.153542 -0.972929 -2.501689 -0.2 0.0 0.0
C 2.138896 -0.107220 -2.943834 0.0 0.0 0.0
C 2.091452 0.355329 -4.249417 0.0 0.0 0.0
C 1.079491 -0.065802 -5.098350 0.0 0.0 0.0
C 0.097886 -0.937066 -4.644803 0.0 0.0 0.1
C 0.118871 -1.382274 -3.333455 0.0 0.1 0.0
H 1.138019 -3.512233 -2.601416 0.0 0.1 -0.1
H 0.473318 -4.459288 -1.287289 -0.1 0.0 0.0
H 2.253057 -4.381819 -1.536657 0.0 0.0 0.0
H 1.442367 -1.044167 2.099489 -0.1 0.0 0.0
H 1.692864 -3.735331 2.429718 0.0 0.0 0.0
H 2.364754 -4.577214 1.017464 0.0 0.0 0.0
H 0.609550 -4.495417 1.261880 0.0 0.0 0.0
H 2.901725 0.240317 -2.260341 0.0 0.0 0.0
H 2.824623 1.077207 -4.581760 0.0 0.0 0.0
H 1.028128 0.325960 -6.106966 0.0 0.0 0.0
H -0.727460 -1.229496 -5.278226 0.0 0.0 0.0
H -0.684094 -1.995117 -2.940775 0.0 0.0 0.0
Se -2.117326 -3.492266 -0.409957 0.0 -0.2 0.0
Sb -3.762204 -2.015454 -1.389198 0.1 0.1 0.3
Se -2.143552 0.306118 -1.219734 0.3 0.4 -0.1
Se -3.922042 -2.006213 -3.775343 0.0 -0.1 -0.1
Se -5.567922 -1.334271 0.021694 0.0 -0.1 0.0
```
Forces are in eV/Å.

charge	-2
E_LUMO	3.9	eV
energy relative to the best compared isomer or geometry (same formula, charge and spin)	0.5641	eV